(1)
C24H26Cl33F9N4O4PS | the ωB97M-V functional and the def2-TZVPD basis

```
102
Properties=species:S:1:pos:R:3:lowdin_charge:R:1
N -0.387 -3.244 -2.804 0.2448
F -0.075 -6.129 -2.795 0.1419
H -0.535 -4.608 -4.934 0.1381
H 2.345 -5.647 -4.910 0.1271
Cl -1.867 5.351 -1.526 0.4365
Cl -4.364 6.784 -1.213 0.5536
Cl 1.550 5.805 8.550 0.5282
Cl -4.158 4.845 7.644 0.5326
Cl -3.330 9.671 6.425 0.5427
F 0.740 -9.178 0.222 0.1741
C 2.602 6.471 7.305 -1.5276
H 2.413 4.416 -1.477 -0.0343
Cl -5.513 -10.497 -1.168 0.5414
H 2.640 8.422 -1.587 0.0056
C -1.699 1.213 -4.401 -1.4730
C 1.287 -5.824 -4.705 -0.0490
C 1.876 -7.503 -2.923 -0.3489
Cl -3.643 -5.392 2.163 0.5819
Cl -4.160 -11.189 1.307 0.5366
Cl -1.720 -7.070 0.787 0.6561
Cl -1.664 6.341 7.509 0.4969
O -1.883 -5.050 -0.296 -0.1417
H -0.677 -0.907 2.704 0.1533
H -0.949 -5.000 -0.050 0.0596
F 1.325 -10.257 -1.556 0.2153
F 3.054 -8.382 -1.081 0.1674
H -0.284 0.177 -0.630 0.1437
H 0.938 -6.649 -5.323 0.1456
Cl 0.656 7.266 -2.038 0.5110
N 1.114 -1.618 -2.890 0.0770
Cl -0.834 -0.176 -3.704 0.7216
Cl -0.813 -5.148 2.772 0.5555
H 1.906 -1.058 -3.182 0.1336
Cl 2.162 9.018 -3.794 0.5560
H -2.444 10.555 4.455 -0.0212
Cl -1.612 8.164 2.961 0.5516
C -2.112 -6.255 2.297 -1.4446
O 0.854 -0.119 1.540 -0.0501
C 1.828 -7.942 -1.420 -0.3333
C 1.323 -0.874 0.428 -0.1574
Cl -1.346 2.651 -3.451 0.5302
H -3.818 7.098 7.135 -0.0485
Cl -2.662 12.441 5.810 0.5537
F 1.535 -6.904 -0.620 0.1485
Cl 3.710 5.260 6.668 0.5249
F 1.933 -5.185 -2.561 0.1004
Cl -1.702 5.544 1.732 0.4961
Cl 1.044 4.424 0.416 0.5307
H -1.331 1.363 -5.408 0.0215
Cl -0.593 10.408 5.898 0.5127
C -0.990 6.514 3.031 -1.4804
Cl 4.011 6.821 0.956 0.4929
C 0.639 -0.359 -0.847 -0.1227
H 0.622 -4.519 -6.218 0.1219
C -1.575 -2.641 -0.685 0.0385
C -3.498 5.591 -2.170 -1.5264
C 2.431 3.913 -0.518 -1.4328
Cl -2.818 -9.536 -0.661 0.5382
C 0.415 -0.883 2.593 -0.3280
Cl 1.633 7.179 6.005 0.4926
H 3.188 7.263 7.752 0.0162
H -2.298 -1.826 -0.715 0.1548
C -0.546 -2.448 -1.751 -0.2596
Cl -3.425 0.902 -4.478 0.5674
F 1.303 -8.450 -3.689 0.1628
F -0.357 -8.873 -1.599 0.0866
F 3.168 -7.365 -3.280 0.1588
H 1.292 0.315 -1.398 0.0073
Cl 5.515 6.610 3.430 0.5641
H 2.407 -0.818 0.336 0.1339
Cl -3.727 7.074 9.460 0.5374
C 1.200 -6.139 -3.221 -0.4380
H -4.774 -9.073 0.529 0.0097
Cl 2.349 2.157 -0.838 0.6208
H -3.407 5.965 -3.181 0.0192
Cl 0.766 6.485 2.951 0.4269
Cl 3.930 4.323 0.299 0.5805
H 3.469 -2.661 -4.449 -0.0009
Cl 3.374 6.571 -2.820 0.5444
C 0.859 -9.113 -1.099 -0.5762
O 1.147 -1.454 3.317 0.1478
C -3.390 6.415 7.857 -1.5833
Cl -4.380 4.065 -2.223 0.5206
H -1.054 -2.688 0.275 0.1184
C -2.307 -3.958 -0.952 -0.5310
H 1.053 -1.925 0.559 0.1183
H -1.285 6.085 3.980 0.0110
C 2.254 7.891 -2.448 -1.5352
S 2.145 -0.822 -6.030 0.2305
C 4.397 5.794 2.341 -1.5686
H 2.774 -3.559 -6.380 0.0111
P 2.449 -2.608 -5.410 0.3533
C -2.280 10.756 5.505 -1.5633
N 1.128 -3.328 -4.603 -0.2199
H 4.879 4.899 1.970 -0.0720
N 0.349 -1.461 -1.772 -0.1088
C 0.642 -2.743 -3.479 -0.4146
Cl 2.930 5.315 3.192 0.4564
C -4.370 -9.961 0.060 -1.5418
O -3.217 -4.004 -1.707 0.1739
C 0.535 -4.567 -5.131 -0.1533
H -2.213 -7.004 3.070 0.0219
```

The LUMO energy comes out at -2.90 eV. As for the frontier orbital gap: 9.04 eV. Its net charge is +1. The calculation puts the maximum force at 4.213 eV/A. The value obtained for the energy is -18274.3949 a.u.

=====

(2)
C24H26ErN4S2Si | the ωB97M-V functional and the def2-TZVPD basis

```
58
Properties=species:S:1:pos:R:3:lowdin_charge:R:1
C -0.931 -2.726 2.327 -0.3051
C -0.785 1.712 -3.182 -0.1013
H 1.626 1.758 -2.002 0.0976
C 4.372 -0.238 -2.313 -0.0899
C 3.731 -1.459 -2.571 -0.0831
H -1.865 -1.706 -2.436 0.0552
H -0.019 2.996 -0.108 0.1220
C -1.550 2.862 -3.445 -0.0753
C -1.263 -1.924 -1.543 -0.1451
C 0.482 -2.670 2.571 -0.3077
H 1.097 -4.731 2.848 0.0874
C 1.392 -3.692 2.763 -0.3170
H -4.128 2.337 -1.256 0.0994
H 1.979 2.689 1.687 0.1144
C -3.201 2.164 -1.808 -0.0989
S 3.033 -3.124 2.756 1.0918
H 5.460 -0.194 -2.226 0.1037
C -1.753 -3.802 2.061 -0.2989
C 2.336 -1.542 -2.571 -0.0921
H -2.815 0.263 -0.852 0.0685
N -1.588 -1.491 2.134 -0.0622
N 3.262 -0.443 2.337 0.1412
C -2.457 1.007 -1.576 -0.1479
Si -0.051 -0.483 -1.385 0.4912
S -3.337 -3.310 1.526 1.1055
H -3.316 4.013 -2.921 0.1030
H -3.452 0.344 1.740 0.1133
H 4.327 -2.360 -2.739 0.1051
H -1.407 -4.825 2.131 0.0899
H 1.823 -2.485 -2.779 0.1035
H 4.247 -0.642 2.398 0.1131
H 4.098 1.884 -1.925 0.1060
C -2.838 -1.635 1.686 -0.6477
H 2.916 0.507 2.220 0.0986
H -0.702 -2.839 -1.747 0.0319
H 0.814 -0.528 -0.093 -0.0299
H -0.385 0.608 -0.247 -0.0634
H -4.556 -0.805 1.018 0.1212
H -1.199 3.581 -4.186 0.1038
Er -0.267 0.310 1.743 1.2624
C -1.386 2.529 1.617 -0.2006
C 0.918 2.511 1.881 -0.2071
C 2.221 0.848 -2.144 -0.1220
C 1.583 -0.396 -2.266 -0.2897
H -2.370 2.707 1.177 0.1138
H -1.915 -2.117 -0.688 -0.0095
N 1.101 -1.401 2.438 -0.0785
H 0.132 1.518 -3.737 0.0982
H 0.861 2.191 4.105 0.1159
N -3.607 -0.566 1.294 0.1197
C 3.617 0.922 -2.125 -0.0815
C -1.100 2.279 2.996 -0.2095
H -1.837 2.202 3.799 0.1161
C -0.138 2.677 0.930 -0.1924
C -2.742 3.099 -2.747 -0.0912
C 0.321 2.267 3.158 -0.2141
C -1.218 0.830 -2.205 -0.2981
C 2.427 -1.480 2.486 -0.6339
```

The spin multiplicity is 4. The LUMO energy (spin up / spin down) comes out at -3.05 / -3.04 eV. As for the frontier orbital gap (spin up / spin down): 6.73 / 6.71 eV. Its net charge is +1. The calculation puts the maximum force at 3.027 eV/A. The value obtained for the energy is -3249.8442 a.u. Its energy relative to the best compared isomer or geometry (same formula, charge and spin) is 0.263 eV.

=====

(3)
C24H26GaN7PS | the ωB97M-V functional and the def2-TZVPD basis

```
60
Properties=species:S:1:pos:R:3:lowdin_charge:R:1
H 1.854 3.408 -4.956 0.1252
C -2.271 -5.240 1.569 0.0302
H 3.192 -3.083 4.229 0.1104
H -0.183 4.642 -5.595 0.1291
C 0.967 -1.494 -2.546 -0.0308
C 2.178 -0.902 3.262 0.0193
C 1.973 -4.898 -1.831 0.0300
C 1.158 2.983 -2.974 -0.0809
N -2.327 -3.825 1.167 -0.0834
H -1.829 4.043 -1.692 0.1258
N -0.825 1.243 -0.366 -0.2917
N -1.753 -1.814 0.533 0.0104
C -0.945 5.738 2.367 -0.0244
H 1.138 -5.589 -1.749 0.1067
C 2.507 -3.391 3.446 0.0301
C 1.118 -2.121 1.774 -0.4083
C -1.159 3.455 1.637 -0.0847
S 0.300 2.448 -0.485 1.1341
H -1.600 2.474 1.752 0.0967
C -0.029 5.989 1.352 -0.0255
C 1.044 3.519 -4.248 -0.0375
C -1.507 4.478 2.509 -0.0413
H -1.683 -5.342 2.477 0.1041
H -2.222 4.288 3.298 0.1228
H 2.818 -0.697 4.103 0.1523
H 2.058 2.458 -2.675 0.1136
C -3.118 -1.838 0.668 -0.0287
C -1.041 3.876 -2.417 -0.0602
C 1.553 -2.667 -2.918 0.0180
C -1.142 4.396 -3.694 -0.0257
H -3.286 -5.574 1.761 0.1107
H 3.052 -3.967 2.702 0.1017
H -1.220 6.531 3.049 0.1278
H 1.708 -3.985 3.882 0.1063
N 0.820 -0.837 1.522 0.0127
H 2.011 -2.967 -3.845 0.1519
N 1.947 -2.179 2.827 -0.0832
N 0.547 -1.627 -1.250 0.0103
C -0.256 3.729 0.622 -0.4113
Ga -0.408 -0.512 0.039 0.5029
H 0.409 6.972 1.244 0.1288
H 2.666 -5.032 -1.005 0.1012
C 0.856 -2.869 -0.846 -0.4092
C 0.109 3.166 -2.079 -0.4324
H -2.022 4.955 -3.981 0.1281
C -3.477 -3.090 1.063 0.0194
H -1.769 1.526 -0.607 0.0679
C 0.327 4.983 0.469 -0.0658
N 1.475 -3.513 -1.846 -0.0835
C -1.291 -3.040 0.843 -0.4028
P 0.478 -3.549 0.816 1.2382
H 0.825 -0.591 -3.115 0.1314
H 1.032 5.183 -0.328 0.1259
H 1.402 1.007 2.471 0.1306
H -4.443 -3.514 1.275 0.1530
H -3.741 -0.980 0.480 0.1365
H -1.845 -5.835 0.765 0.1040
C -0.101 4.218 -4.603 -0.0163
H 2.495 -5.077 -2.766 0.1104
C 1.477 -0.067 2.445 -0.0307
```

The LUMO energy comes out at -8.50 eV. As for the frontier orbital gap: 8.27 eV. Its net charge is +3. The calculation puts the maximum force at 0.246 eV/A. The value obtained for the energy is -3976.9601 a.u.

=====

- Which of these has the lowest maximum force?
  C24H26GaN7PS

=====

- net charge of number 1 (C24H26Cl33F9N4O4PS)?
  +1

=====

- Which value of energy does entry 2 give?
  -3249.8442 a.u.